Molecular formula: C3H31NO12
Method: DFT, ωB97M-V with the def2-TZVPD basis set

Summary:
E_tot   -1090.466165 Eh
Energy above the lowest of the compared OMol25 structures with the same formula, charge and spin   78.7 kcal/mol
LUMO   0.23 eV
Total charge   0
M   273.28 g mol⁻¹

```
47
Properties=species:S:1:pos:R:3:forces:R:3:nbo_charge:R:1
C -2.802812 0.038350 -0.170345 -0.92 -0.21 0.25 -0.67
C -1.484411 -0.240152 0.542137 0.74 0.07 0.18 0.21
C -0.310739 0.350090 0.156849 -2.00 0.69 -0.99 -0.59
N -1.517746 -1.127864 1.665104 -0.42 0.89 0.19 -0.84
H -2.987040 1.084970 -0.086285 0.02 1.09 -0.05 0.22
H -3.772544 -0.366208 0.226894 1.27 -0.31 0.13 0.22
H -2.839825 -0.176459 -1.238470 0.36 -0.13 0.22 0.23
H 0.592510 0.087922 0.625516 0.98 -0.50 0.73 0.20
H -0.160863 1.123431 -0.656718 -0.72 -1.20 0.99 0.23
H -2.481446 -1.278482 2.045066 1.53 0.29 -0.43 0.38
H -0.829052 -0.839383 2.398976 -1.21 -0.48 -0.91 0.39
H -1.210095 -2.806741 -1.192751 0.98 1.37 0.85 0.52
H -2.300563 -3.300285 -1.875480 0.28 2.96 -0.73 0.49
O -1.820534 -2.375414 -1.826725 -1.45 -4.63 0.49 -0.99
H 0.152010 -0.050369 -2.945254 0.57 -1.57 0.96 0.49
H 1.340804 0.637302 -3.071503 1.12 -0.29 0.68 0.48
O 1.092810 -0.194518 -2.622159 -1.21 1.76 -1.67 -1.00
H -1.340022 -1.322007 -4.059354 -0.14 2.43 1.43 0.49
H -1.681883 -0.998275 -2.577944 0.76 1.25 -2.48 0.53
O -1.425128 -0.473674 -3.471820 -0.97 -3.88 0.43 -1.03
H 0.159914 -3.002076 0.819488 -0.56 0.11 -0.02 0.51
H 0.272611 -3.903459 -0.327629 1.39 -1.01 -1.14 0.47
O -0.392115 -3.516007 0.198271 -0.59 0.64 0.99 -0.96
H 1.961595 -1.747353 0.134382 -0.61 0.31 0.34 0.47
H 1.611872 -1.191808 -1.311348 -0.72 0.76 -0.35 0.50
O 2.189394 -1.730734 -0.788854 1.54 -1.19 -0.01 -1.01
H 0.166749 3.977040 -1.137786 -0.75 0.64 -1.62 0.48
H 1.632525 3.703520 -0.694581 1.06 -0.01 -0.84 0.50
O 0.722405 3.684164 -0.456191 -0.30 -0.72 2.47 -0.98
H 2.652943 -2.064643 1.954727 5.02 -0.02 -0.17 0.47
H 1.563764 -1.653841 2.784360 0.03 -0.15 -1.09 0.50
O 1.764698 -2.115766 1.927028 -4.94 -0.27 0.91 -0.98
H 1.764346 0.596577 3.233063 0.40 1.32 -1.28 0.50
H 1.260200 -0.208359 4.285922 0.41 -0.45 0.43 0.47
O 2.010142 -0.210336 3.668592 -0.89 -0.45 1.40 -0.95
H 1.302639 2.573661 1.468596 -0.46 -0.17 0.58 0.51
H 0.245104 1.603998 2.112120 1.08 0.66 -0.28 0.49
O 1.053690 2.141566 2.313027 -0.44 -0.34 -0.52 -1.00
H 2.630491 1.593786 0.000086 -0.89 -0.28 0.79 0.47
H 3.630915 1.628932 -0.995597 0.50 0.39 -0.53 0.48
O 3.119643 2.255597 -0.474204 0.47 -0.26 -0.29 -0.95
H -1.557231 1.670541 2.767130 -0.53 -0.36 -0.10 0.47
H -0.610956 1.992414 3.819431 0.58 0.48 0.68 0.48
O -1.216579 1.294789 3.588620 -0.30 -0.10 -0.38 -0.94
H -0.495063 1.185731 -4.218181 -0.55 0.56 0.42 0.48
H -1.096979 1.697349 -2.887412 0.18 -0.05 -0.64 0.48
O -0.560150 1.972496 -3.648790 0.30 0.35 -0.02 -0.95
```
Positions in Å, forces in eV/Å.

***

Molecular formula: C2H10N2
Method: DFT, ωB97M-V with the def2-TZVPD basis set

Summary:
E_tot   -191.671787 Eh
Energy above the lowest of the compared OMol25 structures with the same formula, charge and spin   16.1 kcal/mol
LUMO   1.13 eV
Total charge   0
Structure (SMILES)   CN.CN
M   62.12 g mol⁻¹

```
14
Properties=species:S:1:pos:R:3:forces:R:3:nbo_charge:R:1
C -1.576309 -1.759778 -0.273828 0.80 -0.47 0.04 -0.42
N -0.784135 -1.196709 0.841939 -0.38 0.19 -0.42 -0.86
H -1.534908 -2.851953 -0.299972 -0.18 0.06 0.32 0.19
H -1.140099 -1.475502 -1.229350 -0.06 0.38 -0.08 0.19
H -2.606965 -1.432494 -0.232364 -0.24 -0.05 -0.09 0.19
H -1.362398 -0.495080 1.279956 0.22 0.09 0.29 0.36
H -0.524527 -1.869582 1.544958 -0.15 -0.20 0.00 0.36
C 1.392753 2.116353 0.049068 -0.79 1.16 -0.06 -0.41
N 0.930669 0.951885 -0.654365 -0.34 0.45 0.04 -0.89
H 0.665975 2.953644 0.020758 0.01 -0.21 -0.33 0.16
H 2.297392 2.548351 -0.382626 0.22 -0.29 0.27 0.18
H 1.472286 1.970747 1.120651 0.61 -0.40 0.20 0.18
H 1.424444 0.739700 -1.497731 0.09 -0.39 0.11 0.36
H 0.602306 0.198359 -0.071168 0.19 -0.32 -0.29 0.40
```
Positions in Å, forces in eV/Å.

***

Molecular formula: C30H35N4OPd
Method: DFT, ωB97M-V with the def2-TZVPD basis set

Summary:
E_tot   -1585.270352 Eh
2S+1   5
Energy above the lowest of the compared OMol25 structures with the same formula, charge and spin   33.2 kcal/mol
LUMO (alpha / beta)   -8.59 / -12.82 eV
Total charge   +3
M   574.06 g mol⁻¹

```
71
Properties=species:S:1:pos:R:3:forces:R:3:lowdin_charge:R:1
Pd 0.327497 0.263915 0.520274 0.13 0.03 -0.90 1.28
C 1.124235 1.436774 3.263337 0.07 -0.06 -0.06 -0.08
N 1.638349 1.562547 1.872409 -0.08 0.16 0.17 -0.18
C 1.460515 2.958195 1.383269 0.06 -0.01 0.08 -0.08
C 1.466854 3.010322 -0.114266 0.05 -0.04 -0.03 -0.24
C 1.819211 4.131381 -0.841617 0.07 -0.01 0.00 0.04
C 1.740841 4.079384 -2.226996 0.00 0.00 -0.01 0.03
C 1.335258 2.905541 -2.848215 0.05 -0.01 0.00 0.01
C 0.991399 1.821396 -2.065319 0.07 -0.05 0.00 -0.10
N 1.051652 1.900396 -0.731386 -0.28 0.41 0.09 0.03
C 3.048514 1.092391 1.749064 -0.02 -0.02 0.07 -0.06
C 3.265035 -0.091581 0.844209 -0.06 0.02 -0.10 -0.22
C 4.519594 -0.664688 0.738750 0.01 0.02 -0.01 0.03
C 4.725952 -1.679125 -0.182775 0.03 -0.01 0.02 0.02
C 3.674956 -2.087404 -0.993306 0.00 -0.01 -0.04 0.01
C 2.439807 -1.504997 -0.817497 0.04 0.04 0.13 -0.08
N 2.244489 -0.540350 0.099116 0.18 -0.26 0.15 0.01
C 0.514800 0.086353 3.474749 -0.14 -0.01 0.03 -0.23
C 0.580077 -0.631420 4.648203 -0.07 -0.03 0.04 0.04
C -0.180982 -1.792863 4.769767 0.02 0.03 -0.02 0.03
C -1.016424 -2.175637 3.731917 0.00 0.00 -0.01 0.01
C -1.022171 -1.425256 2.570041 -0.08 0.01 -0.04 -0.08
N -0.245577 -0.342465 2.449030 0.12 0.06 0.37 0.00
H 0.334852 2.177043 3.398120 -0.02 -0.01 0.04 0.15
H 1.899143 1.656301 3.998659 0.05 -0.01 -0.04 0.15
H 2.236740 3.602109 1.804289 -0.01 0.02 -0.01 0.16
H 0.500911 3.331537 1.744332 -0.03 -0.05 0.00 0.14
H 2.146583 5.028318 -0.332059 0.01 -0.01 -0.01 0.14
H 2.005163 4.946751 -2.818066 0.00 0.00 0.00 0.14
H 1.279868 2.824744 -3.924954 0.01 0.00 0.01 0.14
H 0.667131 0.880438 -2.489920 -0.06 0.02 0.00 0.12
H 3.429433 0.845441 2.740581 0.00 0.03 0.02 0.15
H 3.656640 1.920834 1.379419 0.02 -0.01 -0.02 0.15
H 5.328967 -0.309613 1.363983 0.00 0.01 -0.01 0.14
H 5.700546 -2.141200 -0.273354 0.00 0.02 -0.02 0.14
H 3.807228 -2.849800 -1.748341 -0.01 -0.01 0.02 0.14
H 1.583933 -1.796705 -1.404635 -0.05 -0.04 0.03 0.08
H 1.198701 -0.280957 5.463875 0.00 -0.02 0.00 0.14
H -0.130234 -2.382703 5.675959 -0.03 0.03 0.01 0.14
H -1.658592 -3.041829 3.808568 0.01 0.00 0.01 0.14
H -1.659110 -1.675194 1.729482 0.06 -0.03 0.00 0.12
C -2.597481 1.849763 0.433618 -0.11 0.01 -0.01 -0.04
C -3.201902 1.552193 -0.941203 0.09 -0.12 0.03 -0.34
C -2.505301 2.330834 -2.059450 0.01 0.01 0.00 -0.02
C -3.311705 0.077095 -1.277498 -0.11 -0.02 0.01 -0.09
C -4.531056 -0.422835 -1.645377 0.01 0.03 0.08 0.02
C -4.687370 -1.771814 -1.995845 -0.07 0.01 0.03 0.05
C -3.596976 -2.652673 -1.961412 0.08 -0.06 0.13 0.02
C -2.341396 -2.233090 -1.607915 -0.11 0.04 -0.21 -0.10
C -1.194797 -3.207735 -1.691679 0.07 -0.04 0.11 -0.34
C -0.254256 -2.849373 -2.849484 0.06 0.02 0.08 -0.04
C -0.488157 -3.413429 -0.346892 0.03 -0.04 -0.08 -0.05
C -2.163180 -0.825200 -1.281270 0.03 0.48 -0.09 -0.22
O -0.997233 -0.322898 -1.055986 -0.09 -0.62 0.16 -0.15
H -2.640171 2.921341 0.633314 0.00 0.00 0.00 0.10
H -1.533305 1.566704 0.476899 0.02 0.04 0.02 0.01
H -3.128811 1.339734 1.238132 0.04 -0.05 -0.01 0.10
H -4.233647 1.907145 -0.891532 0.01 0.03 0.00 0.14
H -1.461268 2.035117 -2.149227 -0.04 0.00 -0.01 0.04
H -2.546940 3.401412 -1.854572 0.00 0.00 0.00 0.10
H -2.989154 2.156298 -3.019941 -0.01 0.01 0.00 0.10
H -5.393079 0.232075 -1.663858 -0.01 -0.02 -0.02 0.14
H -5.662082 -2.140265 -2.288814 0.00 0.01 -0.01 0.14
H -3.753407 -3.691858 -2.222585 0.00 0.02 -0.04 0.14
H -1.645136 -4.171609 -1.935772 0.02 0.01 -0.07 0.14
H 0.192575 -1.861906 -2.717718 -0.07 0.00 -0.07 0.05
H -0.789907 -2.836879 -3.797973 -0.01 -0.02 0.01 0.10
H 0.543028 -3.590210 -2.930437 -0.01 0.00 -0.01 0.10
H -0.162168 -2.471977 0.096284 0.10 0.09 0.00 0.02
H 0.390433 -4.048380 -0.469135 -0.02 -0.02 0.00 0.10
H -1.147936 -3.905903 0.368634 -0.03 0.01 -0.01 0.09
```
Positions in Å, forces in eV/Å.

***

Molecular formula: C26H54BrN4O5PS
Method: DFT, ωB97M-V with the def2-TZVPD basis set

Summary:
E_tot   -4931.489677 Eh
LUMO   -0.50 eV
Total charge   0
Structure (SMILES)   C#CCN(C[C@@H](C)Br)[C@@](COCN=C=S)(OCCOCC)P(O)O.CCN(CC)CC.CCN(CC)CC
M   645.69 g mol⁻¹

```
92
Properties=species:S:1:pos:R:3:forces:R:3:lowdin_charge:R:1
C -0.759341 8.197934 -1.181414 2.05 -5.84 3.00 0.05
C -0.161915 7.146602 -0.640332 -2.58 4.91 -2.29 -0.06
C 0.690504 5.957399 0.088156 0.11 2.38 -0.69 -0.20
N -0.104302 4.699048 0.138196 0.49 -0.03 1.79 -0.15
C -1.023686 4.757813 1.320127 -1.24 1.44 0.05 -0.23
C -2.534299 4.375217 0.845068 0.51 -0.61 1.01 -0.62
C -3.037382 2.924582 1.328950 -0.07 -0.71 -1.57 -0.18
Br -3.743846 5.729699 1.753546 0.39 -0.56 -0.45 0.56
C 0.734784 3.463114 0.091085 0.53 0.79 -0.07 -0.49
C 2.141351 3.572015 0.908389 0.29 -1.03 0.51 -0.11
O 3.215788 3.877510 -0.047603 0.45 1.23 1.90 -0.20
C 4.323211 4.546524 0.596720 0.33 -0.18 -1.21 -0.23
N 4.849624 3.681922 1.740543 1.68 5.46 4.44 0.03
C 5.123722 4.548439 2.708636 -2.95 -2.20 -0.88 -0.62
S 4.910363 5.598608 4.014835 1.10 -2.77 -3.50 0.61
O -0.001479 2.325854 0.616275 1.14 0.69 -1.21 -0.17
C 0.522584 1.046014 0.165699 -0.54 -2.38 1.70 -0.19
C 0.168070 -0.022748 1.362263 0.20 -1.09 -1.66 -0.15
O 1.322076 -0.247676 2.235227 -2.39 0.18 0.39 -0.21
C 0.927960 -0.859570 3.500738 1.55 -0.08 1.47 -0.24
C 1.823023 -0.098828 4.651918 0.30 0.29 -0.40 -0.09
P 1.002198 3.084248 -1.792270 0.71 -1.21 -1.75 1.00
O -0.622582 2.934404 -2.405010 1.43 0.37 0.88 -0.31
O 1.654442 4.444604 -2.614309 -2.96 -0.60 0.76 -0.31
H -1.561825 8.942857 -1.563931 2.12 -1.72 0.86 0.05
H 1.681126 5.893768 -0.488801 -1.65 -0.33 0.68 0.12
H 0.964429 6.390489 1.139128 -0.57 -0.85 -1.71 0.13
H -1.080149 5.881630 1.632854 0.10 -2.09 -0.57 0.09
H -0.665912 4.194221 2.255917 -0.59 0.46 -1.52 0.14
H -2.634413 4.579461 -0.278868 0.13 -0.48 1.82 0.10
H -2.616266 2.152512 0.558337 -0.59 1.35 1.39 0.08
H -2.651211 2.593849 2.360495 -0.67 0.90 -1.51 0.08
H -4.196042 2.813896 1.246643 2.14 0.42 0.37 0.08
H 2.453151 2.559253 1.401943 -0.99 1.67 -0.88 0.14
H 2.095276 4.327335 1.794777 -0.06 -0.95 -1.70 0.14
H 5.187658 4.617804 -0.165157 -1.67 -0.06 1.04 0.15
H 4.072412 5.586436 1.021208 -0.07 -1.41 -0.91 0.12
H -0.026266 0.613911 -0.770598 1.08 1.16 1.46 0.12
H 1.666935 0.996258 0.054428 -1.79 0.34 -0.07 0.13
H -0.020681 -1.043520 0.820007 0.10 1.68 0.85 0.12
H -0.802138 0.240376 1.922197 1.58 -0.05 -0.69 0.13
H -0.195179 -0.787106 3.739497 1.66 0.05 -0.61 0.12
H 1.248875 -1.981718 3.545257 -0.75 1.88 -0.44 0.12
H 1.166440 0.470894 5.414117 1.10 -1.11 -1.15 0.07
H 2.562220 -0.823134 5.178843 -1.53 1.18 -0.74 0.08
H 2.498714 0.694499 4.126297 -1.34 -1.44 0.81 0.08
H -0.773585 2.024410 -2.755087 0.59 0.95 0.40 0.03
H 0.864031 4.892959 -3.028960 1.12 -0.20 0.50 0.07
C -0.210842 -3.108345 -2.196276 0.08 -0.05 -0.01 -0.08
C -0.473886 -2.312364 -3.468056 0.11 0.00 0.11 -0.27
N 0.481013 -1.230391 -3.692910 -0.05 0.40 0.03 -0.19
C 0.066468 -0.303827 -4.743881 -0.11 0.12 0.18 -0.26
C -0.043352 -0.844288 -6.167439 -0.01 0.08 -0.28 -0.09
C 1.892944 -1.608122 -3.715133 0.05 -0.10 0.32 -0.25
C 2.330971 -2.650124 -4.742125 0.24 -0.10 -0.16 -0.09
H -0.174712 -2.453708 -1.320472 0.05 -0.04 -0.08 0.06
H -1.015322 -3.832402 -2.039322 0.07 0.07 -0.01 0.07
H 0.725181 -3.669828 -2.251362 -0.05 0.05 0.05 0.07
H -1.477371 -1.880620 -3.369895 0.16 0.16 -0.19 0.12
H -0.513497 -3.004187 -4.319235 -0.07 -0.11 -0.04 0.10
H 0.737409 0.563605 -4.746547 0.11 -0.18 0.10 0.11
H -0.913251 0.104696 -4.462748 -0.02 -0.17 0.07 0.10
H 0.937867 -0.991690 -6.618998 -0.06 -0.08 0.02 0.06
H -0.574887 -0.121467 -6.793629 0.02 -0.04 0.05 0.07
H -0.597818 -1.784111 -6.215881 0.06 0.05 0.03 0.07
H 2.164192 -1.977213 -2.719746 -0.17 0.00 -0.05 0.10
H 2.507631 -0.709410 -3.841872 -0.29 0.05 -0.04 0.12
H 1.646476 -3.499653 -4.799076 0.00 0.07 0.01 0.07
H 3.313549 -3.045027 -4.464998 -0.08 0.03 -0.01 0.07
H 2.435280 -2.217848 -5.737917 -0.09 -0.11 0.01 0.05
C -3.110125 -2.827485 1.618152 0.07 0.03 0.08 -0.09
C -2.984463 -4.322507 1.347207 0.15 0.10 0.03 -0.27
N -1.605600 -4.807415 1.327426 0.19 -0.15 -0.24 -0.19
C -1.478523 -6.164131 0.796523 -0.05 0.12 -0.26 -0.26
C -2.136757 -7.297343 1.580052 0.02 -0.27 0.06 -0.09
C -0.803105 -4.525652 2.514902 -0.05 0.33 -0.03 -0.25
C -1.313890 -5.048714 3.855797 0.11 -0.07 0.29 -0.08
H -2.521108 -2.245338 0.903108 0.02 -0.09 0.07 0.07
H -4.154913 -2.519545 1.519831 0.08 -0.06 0.02 0.07
H -2.788432 -2.566899 2.629821 0.00 0.02 -0.06 0.06
H -3.434150 -4.505823 0.363894 0.20 -0.21 0.07 0.12
H -3.596807 -4.866911 2.077544 -0.13 0.00 0.04 0.10
H -0.417033 -6.401010 0.657801 -0.04 0.18 0.14 0.11
H -1.897733 -6.168500 -0.217703 -0.05 0.16 0.10 0.11
H -1.573657 -7.544848 2.480217 -0.10 0.03 0.02 0.06
H -2.162978 -8.201335 0.964240 0.00 0.06 0.02 0.07
H -3.166799 -7.067342 1.861535 0.07 0.02 0.00 0.07
H -0.683864 -3.439316 2.596776 -0.13 -0.04 -0.08 0.08
H 0.217747 -4.894111 2.360303 -0.18 -0.09 -0.20 0.12
H -2.383565 -4.876509 3.995672 0.05 -0.01 -0.05 0.07
H -0.794511 -4.533567 4.670336 -0.04 -0.02 -0.06 0.07
H -1.112243 -6.113442 3.978105 -0.14 0.04 0.01 0.06
```
Positions in Å, forces in eV/Å.

***

Molecular formula: C4H6O2
Method: DFT, ωB97M-V with the def2-TZVPD basis set

Summary:
E_tot   -306.308149 Eh
Energy above the lowest of the compared OMol25 structures with the same formula, charge and spin   124.3 kcal/mol
LUMO   0.45 eV
Total charge   0
Structure (SMILES)   C#CO.C#C.O
M   86.09 g mol⁻¹

```
12
Properties=species:S:1:pos:R:3:forces:R:3:nbo_charge:R:1
C -2.420470 1.499875 -0.130518 -0.48 -1.06 0.62 -0.23
C 2.917367 0.472920 0.477476 -1.51 0.92 -0.99 -0.46
C -2.070172 0.643252 0.638185 0.07 1.26 -1.00 -0.24
C 1.901721 0.876888 -0.052681 2.94 -1.05 1.37 0.34
O 0.059493 -1.686927 -0.184995 -0.65 -1.02 -1.45 -0.98
O 0.834051 1.320789 -0.559484 -2.46 -0.32 -0.74 -0.65
H -3.005979 2.088400 -0.772971 -0.04 0.61 -0.45 0.23
H 0.180043 0.573103 -0.600025 0.33 0.69 -0.03 0.53
H 3.951324 0.394527 0.597194 0.76 -0.42 0.40 0.23
H 0.920756 -2.054533 -0.556324 -2.01 0.47 0.48 0.50
H -1.510633 0.023971 1.254464 0.41 -0.89 0.85 0.24
H -0.764231 -2.096333 -0.644313 2.63 0.81 0.93 0.49
```
Positions in Å, forces in eV/Å.